Density functional theory data (wB97M-V/def2-TZVPD) for 2 unconnected molecules or ions with the total composition CH7BClN2O2.

Structure (XYZ):
```
14
Properties=species:S:1:pos:R:3:forces:R:3
N 3.35026 0.88024 -1.12834 1.29 0.16 -0.37
B 1.96682 1.33491 -1.55550 1.02 0.04 -0.22
Cl 0.72733 0.33836 -0.52792 -1.13 -0.57 0.68
H 3.71452 0.08419 -1.69725 -0.14 1.26 0.71
H 4.03084 1.67022 -1.06342 -0.69 -1.30 -0.30
H 1.71158 1.05237 -2.68509 -0.29 -0.09 -0.68
H 1.80734 2.49842 -1.33378 -0.14 0.48 0.18
C -2.14204 -0.92275 0.90019 0.43 0.15 0.02
N -2.89177 -1.37724 2.10237 -0.20 -0.19 0.71
O -2.29793 -1.34239 3.18640 -1.19 -0.21 -1.32
O -4.05517 -1.75602 1.92376 1.35 0.38 0.56
H -1.13784 -0.61956 1.20382 -0.28 -0.07 -0.10
H -2.09736 -1.76189 0.20297 -0.11 0.22 0.09
H -2.68660 -0.07886 0.47179 0.07 -0.25 0.02
```
Forces are in eV/Å.

Results
frontier orbital gap = 0.2455 hartree
net charge = -1
E = -21424.5096 eV